The following is a DFT calculation (ωB97M-V/def2-TZVPD) of one molecule with the formula CHCl2OPS at a distorted geometry.

Positions of all 7 atoms, in Å:
C -1.06950 -1.75879 0.01540
O -0.71473 1.04415 -0.20764
P 0.59388 1.32831 0.67968
S -1.73987 -0.44742 -0.45560
Cl 1.32771 2.55470 -0.93864
Cl 1.91536 -0.30557 0.47817
H -0.31286 -2.41537 0.42863

Cartesian forces, eV/Å:
-2.00 2.05 -1.20
-0.11 -0.43 0.70
-0.12 0.93 -1.76
2.38 -2.94 1.49
0.36 -0.27 0.99
-0.35 0.17 -0.13
-0.16 0.50 -0.09

Computed properties:
* ΔE to the lowest compared entry with this formula, charge and spin: 233.6 kJ/mol
* HOMO-LUMO gap: 8.8 eV
* max |F|: 4.1 eV Å⁻¹
* E_HOMO: -9.794 eV